No. 1
Entry from OMol25: a 7-piece molecular cluster, C48H109N7O7 overall at a distorted geometry (wB97M-V/def2-TZVPD).

```
! wB97M-V def2-TZVPD RIJCOSX def2/J DEFGRID3
* xyz 0 1
C 0.137 3.508 -7.130
C -1.148 3.630 -6.291
C -2.220 4.149 -7.288
C -1.625 2.347 -5.628
C -0.746 1.905 -4.455
C -0.856 2.937 -3.354
C -0.445 4.306 -3.859
C -0.940 5.294 -2.762
C 1.131 4.342 -3.984
N -1.031 4.618 -5.169
O -0.575 5.831 -5.734
H 1.043 3.116 -6.629
H 0.097 2.829 -7.955
H 0.314 4.481 -7.556
H -2.703 3.322 -7.782
H -2.999 4.469 -6.648
H -1.830 4.972 -7.879
H -2.634 2.532 -5.252
H -1.674 1.651 -6.476
H -1.064 0.930 -4.136
H 0.240 1.881 -4.864
H -0.258 2.801 -2.490
H -1.887 3.044 -3.036
H -1.953 5.513 -2.989
H -0.351 6.165 -2.823
H -0.707 4.778 -1.810
H 1.507 4.346 -2.922
H 1.509 5.237 -4.482
H 1.399 3.489 -4.562
H 0.375 5.942 -5.705
C -3.257 -6.885 1.468
C -2.895 -6.497 0.053
C -3.955 -5.435 -0.438
C -1.503 -5.838 0.180
C -0.956 -5.539 -1.144
C -0.779 -6.852 -1.850
C -2.159 -7.613 -2.048
C -2.997 -6.918 -3.153
C -1.792 -9.043 -2.522
N -2.723 -7.731 -0.724
O -4.065 -8.260 -0.884
H -4.247 -7.363 1.503
H -2.484 -7.529 1.829
H -3.356 -6.022 2.067
H -4.266 -4.820 0.419
H -3.437 -4.722 -1.128
H -4.816 -5.814 -1.008
H -1.595 -4.969 0.830
H -0.824 -6.502 0.757
H -1.500 -4.815 -1.651
H 0.015 -5.097 -0.963
H -0.161 -7.507 -1.208
H -0.352 -6.577 -2.849
H -2.382 -7.060 -4.057
H -3.109 -5.828 -2.970
H -3.955 -7.357 -3.274
H -1.370 -9.612 -1.681
H -0.952 -8.971 -3.261
H -2.617 -9.634 -2.967
H -3.954 -9.168 -0.670
C -2.339 1.338 5.800
C -1.718 1.471 4.427
C -2.789 1.907 3.424
C -0.538 2.488 4.439
C 0.712 2.006 5.203
C 1.235 0.734 4.482
C 0.146 -0.399 4.461
C 0.676 -1.454 3.423
C 0.013 -1.027 5.831
N -1.102 0.200 3.923
O -2.043 -0.830 3.899
H -1.690 1.498 6.641
H -3.184 2.086 5.925
H -2.776 0.346 5.904
H -3.641 1.263 3.586
H -3.057 2.922 3.730
H -2.419 1.916 2.389
H -0.090 2.649 3.430
H -0.938 3.468 4.766
H 1.484 2.788 5.203
H 0.620 1.760 6.269
H 2.124 0.341 4.874
H 1.477 0.935 3.437
H 0.815 -1.001 2.455
H 0.076 -2.346 3.348
H 1.611 -1.870 3.779
H 0.616 -1.914 5.987
H -0.992 -1.413 5.951
H 0.223 -0.386 6.636
H -2.263 -0.797 2.944
C 4.542 -1.304 2.764
C 5.923 -1.601 2.251
C 6.850 -1.283 3.459
C 6.099 -3.088 1.948
C 5.633 -3.464 0.543
C 6.346 -2.421 -0.454
C 6.026 -0.995 -0.168
C 6.806 -0.100 -1.037
C 4.541 -0.654 -0.335
N 6.447 -0.791 1.226
O 6.406 0.567 1.562
H 4.556 -1.747 3.764
H 4.318 -0.226 2.739
H 3.735 -1.837 2.228
H 6.586 -0.266 3.736
H 6.860 -2.111 4.201
H 7.850 -1.299 2.984
H 7.109 -3.369 2.093
H 5.526 -3.514 2.785
H 5.908 -4.461 0.269
H 4.521 -3.377 0.433
H 6.185 -2.541 -1.553
H 7.414 -2.404 -0.249
H 6.702 -0.515 -2.068
H 7.861 -0.060 -0.660
H 6.458 0.896 -1.008
H 3.845 -1.199 0.345
H 4.110 -0.732 -1.328
H 4.365 0.393 -0.112
H 5.511 0.791 1.742
C -4.279 -1.093 0.418
O -3.085 -1.419 1.110
C -1.921 -1.705 0.257
C -1.112 -0.573 -0.382
C 0.091 -1.178 -1.105
N -0.715 0.440 0.571
H -4.199 -0.212 -0.218
H -5.062 -0.828 1.046
H -4.631 -1.921 -0.296
H -1.242 -2.255 0.821
H -2.253 -2.428 -0.526
H -1.690 -0.027 -1.127
H 0.574 -0.400 -1.710
H -0.243 -1.981 -1.771
H 0.797 -1.600 -0.387
H -0.396 0.047 1.443
H -1.374 1.168 0.736
C -5.871 4.416 -2.784
O -5.929 4.946 -1.482
C -4.669 4.893 -0.781
C -4.211 3.509 -0.312
C -5.180 2.720 0.546
N -2.838 3.559 0.265
H -6.676 4.759 -3.333
H -5.878 3.343 -2.748
H -4.957 4.764 -3.284
H -3.857 5.335 -1.414
H -4.773 5.627 0.043
H -4.050 2.907 -1.256
H -6.083 2.407 -0.006
H -5.534 3.310 1.395
H -4.580 1.963 1.064
H -2.248 3.955 -0.470
H -2.849 4.167 1.094
C 4.081 3.051 3.872
O 3.631 2.905 2.573
C 3.456 4.074 1.873
C 2.529 3.811 0.726
C 2.064 5.088 0.077
N 1.302 3.091 1.263
H 3.753 2.095 4.391
H 3.551 3.898 4.283
H 5.127 3.301 3.884
H 3.131 4.877 2.554
H 4.477 4.361 1.475
H 2.862 3.111 -0.056
H 1.379 5.554 0.804
H 1.543 4.900 -0.803
H 2.843 5.829 -0.129
H 1.570 2.229 1.645
H 0.672 2.856 0.486
*
```

The calculation puts the frontier orbital gap at 8.60 eV. The relative energy (zero: lowest compared OMol25 entry of this formula, charge and spin) is 76.4 kcal per mole. The value obtained for the total energy is -76298.616 eV.

---

No. 2
Entry from OMol25: one molecule with the formula C21H30N2O (wB97M-V/def2-TZVPD).

```
! wB97M-V def2-TZVPD RIJCOSX def2/J DEFGRID3
* xyz 0 1
C 5.733 2.899 0.245
O 6.407 1.670 0.153
C 5.670 0.524 0.051
C 6.406 -0.659 -0.037
C 5.740 -1.861 -0.133
C 4.357 -1.915 -0.156
C 3.607 -0.742 -0.071
N 2.217 -0.742 -0.021
C 1.501 -1.984 0.150
C 0.113 -1.690 0.724
N -0.625 -0.820 -0.171
C -2.061 -0.809 0.077
C -2.922 -0.553 -1.173
C -4.317 -1.108 -0.865
C -4.914 -0.357 0.328
C -5.053 1.122 -0.028
C -3.671 1.686 -0.352
C -3.080 0.923 -1.535
C -2.762 1.533 0.866
C -2.617 0.055 1.228
C -4.010 -0.493 1.555
C 0.098 0.429 -0.278
C 1.472 0.148 -0.885
C 4.287 0.477 0.040
H 6.511 3.659 0.306
H 5.107 2.952 1.142
H 5.115 3.088 -0.640
H 7.482 -0.604 -0.024
H 6.306 -2.779 -0.204
H 3.873 -2.872 -0.258
H 2.040 -2.617 0.857
H 1.384 -2.521 -0.805
H -0.422 -2.635 0.836
H 0.238 -1.239 1.724
H -2.267 -1.851 0.355
H -2.480 -1.093 -2.016
H -4.967 -0.986 -1.735
H -4.258 -2.176 -0.643
H -5.901 -0.772 0.559
H -5.716 1.238 -0.889
H -5.494 1.668 0.809
H -3.761 2.748 -0.609
H -2.128 1.361 -1.834
H -3.752 1.004 -2.394
H -1.793 1.987 0.666
H -3.201 2.063 1.717
H -1.967 -0.046 2.105
H -4.443 0.063 2.391
H -3.942 -1.542 1.855
H -0.435 1.112 -0.935
H 0.243 0.908 0.706
H 2.013 1.084 -1.022
H 1.326 -0.317 -1.874
H 3.712 1.384 0.142
*
```

The calculation puts the frontier orbital gap at 8.38 eV. The value obtained for the total energy is -27291.963 eV.

---

No. 3
Entry from OMol25: an isolated ion of composition C10H20P and charge +1 at a distorted geometry (wB97M-V/def2-TZVPD).

```
! wB97M-V def2-TZVPD RIJCOSX def2/J DEFGRID3
* xyz 1 1
C -0.667 0.342 0.452
C -1.706 0.239 -0.260
C -0.336 2.740 1.482
C -3.695 -1.406 -0.830
C 1.356 1.204 -2.147
C 2.498 -2.545 0.889
C -0.165 1.175 1.613
C -2.781 -0.122 -1.144
C 1.801 0.325 -0.964
C 1.463 -1.537 1.207
P 0.670 -1.087 -0.417
H -1.240 2.943 1.938
H -0.310 2.956 0.421
H 0.425 3.204 2.016
H -3.236 -1.809 0.125
H -3.815 -1.979 -1.704
H -4.624 -0.969 -0.544
H 0.633 2.041 -1.862
H 2.272 1.614 -2.660
H 0.721 0.603 -2.904
H 3.081 -2.051 0.038
H 3.137 -2.806 1.735
H 2.079 -3.566 0.517
H -0.541 0.751 2.499
H 0.954 1.049 1.852
H -3.311 0.834 -1.296
H -2.230 -0.417 -2.046
H 2.149 0.925 -0.165
H 2.709 -0.303 -1.325
H 1.963 -0.600 1.460
H 0.746 -1.747 2.024
*
```

The calculation puts the frontier orbital gap at 8.70 eV. The relative energy (zero: lowest compared OMol25 entry of this formula, charge and spin) is 78.8 kcal per mole. The value obtained for the total energy is -19972.883 eV.

---

No. 4
Entry from OMol25: C3H3O2Sn as an isolated structure at a distorted geometry (wB97M-V/def2-TZVPD).

```
! wB97M-V def2-TZVPD RIJCOSX def2/J DEFGRID3
* xyz 1 1
O 0.385 0.746 -0.005
C 1.666 0.427 -0.266
O 2.032 -0.773 -0.222
Sn 3.507 0.388 0.258
C -0.607 -0.221 0.063
C -1.885 0.137 0.065
H -0.254 -1.251 0.023
H -2.653 -0.636 0.058
H -2.191 1.183 0.025
*
```

The calculation puts the frontier orbital gap at 7.69 eV. The relative energy (zero: lowest compared OMol25 entry of this formula, charge and spin) is 5.5 kcal per mole. The value obtained for the total energy is -13075.289 eV.

---

No. 5
Entry from OMol25: a 2-piece molecular cluster, C4H10O overall (wB97M-V/def2-TZVPD).

```
! wB97M-V def2-TZVPD RIJCOSX def2/J DEFGRID3
* xyz 0 1
C 2.467 -0.428 0.376
O 2.436 0.096 -0.698
H 1.528 -0.648 0.922
H 3.405 -0.719 0.876
C -2.224 0.123 1.176
C -1.371 0.630 0.038
C -1.001 -0.388 -1.032
H -2.369 0.916 1.916
H -1.806 -0.731 1.705
H -3.203 -0.150 0.796
H -0.463 1.127 0.428
H -1.914 1.477 -0.414
H -0.615 0.139 -1.905
H -0.295 -1.130 -0.644
H -1.858 -0.983 -1.354
*
```

The calculation puts the frontier orbital gap at 11.16 eV. The relative energy (zero: lowest compared OMol25 entry of this formula, charge and spin) is 25.9 kcal per mole. The value obtained for the total energy is -6356.682 eV.

---

No. 6
Entry from OMol25: a 10-piece molecular cluster, C37H78N2O12 overall at a distorted geometry (wB97M-V/def2-TZVPD).

```
! wB97M-V def2-TZVPD RIJCOSX def2/J DEFGRID3
* xyz 0 1
C -0.588 1.542 1.546
N -0.711 0.354 0.732
C -2.123 0.122 0.502
C -0.116 0.692 -0.668
C -0.069 -0.917 1.213
C 0.043 -2.151 0.425
O 0.718 -3.141 1.191
H 0.363 1.850 1.717
H -0.795 1.356 2.471
H -1.152 2.373 1.238
H -2.446 -0.816 -0.016
H -2.736 0.828 0.154
H -2.753 -0.152 1.207
H -0.550 1.545 -1.383
H -0.157 -0.178 -1.329
H 0.965 1.097 -0.493
H -0.630 -1.026 2.223
H 0.835 -0.514 1.460
H 0.552 -1.944 -0.578
H -1.053 -2.614 0.224
H 0.032 -3.432 1.879
N -2.547 -3.330 2.557
O -3.181 -3.379 1.443
O -1.512 -3.916 2.788
O -2.841 -2.307 3.188
C 4.635 -1.638 1.106
C 4.013 -1.298 2.436
C 3.562 0.186 2.234
O 3.384 0.365 0.857
C 4.395 -0.438 0.223
H 4.326 -2.462 0.454
H 5.905 -1.724 1.012
H 4.628 -1.316 3.265
H 2.991 -1.805 2.596
H 4.279 0.884 2.421
H 2.618 0.437 2.684
H 5.338 0.214 0.177
H 4.220 -0.390 -0.808
C 4.501 -0.116 -3.711
C 4.295 1.395 -4.042
C 2.903 1.686 -3.343
O 2.315 0.424 -3.070
C 3.098 -0.580 -3.702
H 5.019 -0.264 -2.823
H 5.022 -0.575 -4.450
H 4.356 1.584 -5.165
H 5.071 2.118 -3.586
H 2.252 2.184 -4.126
H 3.013 2.135 -2.488
H 2.761 -0.657 -4.879
H 2.855 -1.531 -3.185
C -4.839 2.573 -2.067
C -4.807 1.046 -2.358
C -3.539 0.898 -3.290
O -2.750 1.845 -2.687
C -3.411 3.072 -2.316
H -5.253 2.619 -0.955
H -5.523 3.198 -2.531
H -5.622 0.776 -3.333
H -4.583 0.494 -1.419
H -3.755 1.145 -4.404
H -3.111 -0.045 -3.330
H -3.151 3.869 -3.046
H -2.924 3.349 -1.323
C -5.528 2.076 4.170
C -5.841 3.030 2.969
C -4.808 2.547 1.948
O -3.846 2.005 2.814
C -4.482 1.052 3.694
H -6.546 1.388 4.397
H -5.267 2.737 5.058
H -5.412 3.953 3.165
H -6.951 3.092 2.703
H -4.379 3.262 1.329
H -5.336 1.852 1.307
H -3.986 0.778 4.408
H -4.804 0.064 3.103
C -0.971 0.338 5.741
C -1.043 1.825 5.556
C 0.368 2.219 5.314
O 0.952 1.077 4.721
C 0.449 -0.075 5.317
H -1.799 -0.163 5.022
H -0.991 0.071 6.610
H -1.414 2.225 6.556
H -1.467 2.202 4.676
H 0.798 2.549 6.386
H 0.163 3.267 4.865
H 1.155 -0.331 6.154
H 0.546 -1.004 4.644
C 3.411 -6.063 -2.978
C 2.212 -5.192 -2.705
C 2.618 -4.593 -1.321
O 4.018 -4.573 -1.403
C 4.548 -5.286 -2.509
H 3.417 -6.304 -4.098
H 3.256 -7.057 -2.407
H 1.377 -5.732 -2.710
H 2.171 -4.235 -3.438
H 2.294 -5.196 -0.388
H 2.275 -3.520 -1.268
H 5.325 -5.909 -2.225
H 5.134 -4.504 -3.248
C -1.226 -2.955 -4.611
C -2.594 -3.277 -3.947
C -2.338 -2.915 -2.513
O -1.416 -1.855 -2.648
C -0.413 -2.135 -3.550
H -1.436 -2.309 -5.618
H -0.582 -3.799 -5.123
H -2.770 -4.448 -3.943
H -3.418 -2.736 -4.347
H -1.972 -3.581 -1.955
H -3.217 -2.701 -1.899
H 0.458 -2.455 -3.069
H -0.148 -1.298 -4.174
C 1.827 4.349 -0.620
C 2.606 3.553 0.329
C 2.196 4.224 1.639
O 0.847 4.592 1.433
C 0.685 5.037 0.085
H 1.475 3.792 -1.481
H 2.293 5.227 -1.031
H 3.699 3.680 0.054
H 2.168 2.570 0.357
H 2.606 5.098 1.508
H 2.440 3.701 2.523
H 0.819 6.191 0.042
H -0.194 5.024 -0.119
*
```

The calculation puts the frontier orbital gap at 8.12 eV. The relative energy (zero: lowest compared OMol25 entry of this formula, charge and spin) is 26.0 kcal per mole. The value obtained for the total energy is -67159.224 eV.

---

No. 7
Entry from OMol25: a 8-piece molecular cluster, C36H36Cl3N7 overall at a distorted geometry (wB97M-V/def2-TZVPD).

```
! wB97M-V def2-TZVPD RIJCOSX def2/J DEFGRID3
* xyz 0 1
Cl 2.132 0.782 -6.400
C 0.954 0.000 -5.329
Cl -0.654 0.802 -5.253
Cl 1.573 -0.264 -3.699
H 0.779 -0.977 -5.779
C 4.073 1.722 -1.740
C 5.264 1.401 -2.344
C 6.375 1.184 -1.524
N 6.376 1.354 -0.169
C 5.168 1.705 0.380
C 3.997 1.929 -0.346
H 3.233 1.982 -2.367
H 5.196 1.414 -3.422
H 7.330 0.916 -1.951
H 5.241 1.831 1.450
H 3.077 2.265 0.110
C 3.606 4.944 2.267
C 2.649 3.933 2.201
C 2.964 2.736 2.901
N 4.126 2.507 3.593
C 5.027 3.510 3.702
C 4.820 4.719 2.948
H 3.442 5.919 1.831
H 1.764 4.067 1.597
H 2.165 2.024 3.043
H 6.000 3.395 4.158
H 5.635 5.423 2.864
C 0.733 5.470 -3.288
C 1.695 5.823 -2.311
C 1.769 5.005 -1.156
N 0.910 3.926 -1.012
C -0.013 3.667 -1.905
C -0.080 4.323 -3.150
H 0.652 6.083 -4.173
H 2.345 6.681 -2.398
H 2.531 5.174 -0.408
H -0.544 2.754 -1.682
H -0.827 4.080 -3.891
C -4.462 -1.698 2.815
C -4.876 -2.758 2.021
C -5.926 -3.587 2.465
N -6.571 -3.296 3.632
C -6.262 -2.183 4.252
C -5.200 -1.335 3.866
H -3.575 -1.173 2.494
H -4.347 -3.021 1.117
H -6.263 -4.435 1.888
H -6.787 -2.028 5.183
H -4.978 -0.451 4.446
C -2.802 -3.487 -6.641
C -1.999 -3.797 -5.521
C -2.047 -2.968 -4.434
N -2.966 -1.964 -4.293
C -3.882 -1.771 -5.267
C -3.806 -2.480 -6.445
H -2.852 -4.137 -7.501
H -1.241 -4.566 -5.541
H -1.333 -3.051 -3.627
H -4.599 -0.970 -5.163
H -4.643 -2.365 -7.118
C -0.867 -3.251 4.648
C -1.936 -4.030 4.185
C -2.156 -5.327 4.732
N -1.459 -5.875 5.729
C -0.419 -5.139 6.180
C -0.088 -3.838 5.654
H -0.603 -2.282 4.252
H -2.499 -3.622 3.359
H -2.978 -5.877 4.298
H 0.212 -5.545 6.957
H 0.745 -3.331 6.119
C -0.639 -0.235 -0.669
C -1.316 -1.473 -0.550
C -1.359 -2.056 0.687
N -0.928 -1.478 1.817
C -0.342 -0.269 1.633
C -0.056 0.361 0.424
H -0.538 0.239 -1.635
H -1.668 -2.043 -1.397
H -1.655 -3.092 0.750
H -0.038 0.213 2.551
H 0.524 1.262 0.299
*
```

The calculation puts the frontier orbital gap at 9.29 eV. The relative energy (zero: lowest compared OMol25 entry of this formula, charge and spin) is 43.7 kcal per mole. The value obtained for the total energy is -85910.687 eV.